[1]
{
  "formula": "C4H15N3OSi",
  "method": "ωB97M-V/def2-TZVPD",
  "elements": ["C", "C", "C", "C", "O", "Si", "N", "N", "N", "H", "H", "H", "H", "H", "H", "H", "H", "H", "H", "H", "H", "H", "H", "H"],
  "xyz": [[-1.49592, 1.02716, 1.03517], [-1.25405, 0.00130, -0.15254], [-2.21213, 0.24619, -1.28466], [-1.36218, -1.40219, 0.33365], [-0.00129, 0.18016, -0.71610], [1.51935, -0.01438, -0.21946], [1.92571, 1.54513, 0.35823], [2.69934, -0.45198, -1.41980], [1.48253, -0.98914, 1.23010], [-0.66383, 0.76710, 1.79033], [-1.60061, 2.12966, 0.84193], [-2.49766, 0.60086, 1.35980], [-2.15175, -0.55461, -2.10729], [-1.87326, 1.10738, -1.78969], [-3.23378, 0.36305, -1.13615], [-1.28456, -2.15118, -0.55219], [-0.45225, -1.54846, 1.06691], [-2.24856, -1.50552, 0.82618], [2.68784, 1.54400, 1.06664], [2.41403, 2.10128, -0.34186], [2.36440, -1.32883, -1.87798], [3.36568, 0.18995, -1.84123], [1.56955, -0.31667, 2.02307], [2.30337, -1.54024, 1.50692]],
  "forces_ev_per_a": [[-0.272, -2.014, 0.356], [-0.849, 1.247, 0.193], [1.083, -1.547, -2.396], [3.919, -1.391, -0.409], [1.334, -0.267, -1.478], [0.921, 0.723, 0.535], [2.290, 1.289, 0.812], [-1.994, -1.452, 0.683], [1.706, 0.288, 1.634], [-1.537, 0.806, -0.827], [0.424, -1.281, -0.187], [1.098, 1.027, 0.455], [0.200, 0.752, 1.338], [0.311, 1.331, -0.580], [-1.844, 0.153, 1.100], [-0.106, 1.269, 1.529], [-2.165, -0.233, -1.415], [-2.513, -0.732, 1.350], [-0.949, -0.296, -0.239], [-0.669, 0.275, -0.307], [1.338, 1.357, -0.310], [-0.550, -0.735, -0.138], [-0.832, -0.277, -0.737], [-0.341, -0.292, -0.964]],
  "lowdin_charge": [-0.01, -0.71, -0.04, -0.07, -0.14, 0.12, -0.04, -0.04, -0.06, 0.09, 0.09, 0.09, 0.11, 0.07, 0.06, 0.12, 0.08, 0.04, 0.04, 0.02, 0.05, 0.03, 0.05, 0.04],
  "gap_ev": 9.924,
  "e_above_lowest_kj_mol": 0.0,
  "homo_energy_ev": -9.41,
  "smiles": "CC(C)(C)O[Si](N)(N)N"
}

[2]
{
  "formula": "C4H15N3S",
  "method": "ωB97M-V/def2-TZVPD",
  "elements": ["C", "C", "N", "N", "C", "S", "C", "N", "H", "H", "H", "H", "H", "H", "H", "H", "H", "H", "H", "H", "H", "H", "H"],
  "xyz": [[-1.93911, 0.52313, 0.36353], [-0.78503, 0.62893, -0.57327], [-0.22683, 1.90346, -0.55405], [-1.21266, 0.15595, -1.90383], [0.55614, -0.57965, -0.14018], [-0.06971, -2.27307, -0.50082], [1.33450, -0.17371, 1.10047], [2.41354, -1.12483, 1.48481], [-2.54697, -0.31583, 0.20145], [-1.61155, 0.33646, 1.35112], [-2.44885, 1.43933, 0.41169], [0.66211, 2.02728, -0.99004], [-0.85885, 2.67325, -0.66047], [-1.25766, -0.73374, -2.43661], [-2.27677, 0.49870, -1.90116], [-0.79410, 0.95522, -2.45247], [1.22161, -0.29982, -1.05227], [-0.88309, -2.02921, 0.47915], [1.76581, 0.78864, 0.93896], [0.69869, -0.21235, 1.98633], [2.22670, -2.02885, 1.18727], [2.66450, -1.16062, 2.46120], [3.36758, -0.99868, 1.19920]],
  "forces_ev_per_a": [[1.120, -0.410, 0.398], [3.333, -3.228, 3.837], [-0.096, -0.552, -0.232], [-3.705, 3.949, -3.070], [-0.434, 2.384, -4.266], [1.334, 1.032, 0.397], [-1.179, -0.747, 0.680], [1.549, 0.964, 0.542], [-1.232, -0.946, -0.788], [0.693, 0.178, 1.235], [-1.166, 1.153, -0.140], [0.455, 0.263, -0.353], [-0.176, 0.500, 0.114], [0.828, -0.030, 1.078], [2.307, -1.105, -0.398], [-0.319, -1.519, -0.531], [-0.748, -0.751, 1.403], [-1.266, -0.669, 1.006], [0.163, 0.685, 0.216], [-0.173, 0.538, -0.118], [-0.971, -2.663, -0.619], [-1.046, 0.010, 1.201], [0.731, 0.962, -1.592]],
  "lowdin_charge": [-0.01, -0.56, 0.13, 0.18, -0.52, 0.86, -0.15, 0.22, 0.09, 0.09, 0.10, 0.11, 0.12, 0.16, 0.23, 0.19, 0.12, -0.13, 0.13, 0.14, 0.12, 0.19, 0.18],
  "gap_ev": 10.770,
  "e_above_lowest_kj_mol": 2.3,
  "homo_energy_ev": -17.36,
  "smiles": "C[C@](N)([NH3+])[C@H](S)C[NH3+]",
  "charge": 2
}

[3]
{
  "formula": "C4H15N4",
  "method": "ωB97M-V/def2-TZVPD",
  "elements": ["C", "N", "C", "N", "H", "H", "H", "H", "H", "H", "H", "H", "H", "C", "N", "C", "N", "H", "H", "H", "H", "H", "H"],
  "xyz": [[0.58689, -1.77941, -0.60129], [-0.04406, -0.46424, -0.34368], [-0.62890, -2.72611, -0.61449], [-0.11200, -4.16295, -0.87401], [1.32175, -2.05214, 0.14412], [0.92546, -1.71265, -1.62007], [0.26506, -0.04787, 0.53171], [0.17062, 0.22562, -1.09224], [-1.15035, -2.43182, -1.53536], [-1.23322, -2.68166, 0.30690], [-0.78491, -4.87043, -0.72140], [0.29190, -4.23951, -1.77284], [0.65010, -4.35730, -0.19950], [-0.16577, 2.40392, 2.43364], [0.50149, 2.63882, 1.14026], [-0.26899, 2.62774, -0.00113], [0.21152, 2.61729, -1.19358], [0.36535, 2.97707, 3.27066], [-1.23576, 2.75017, 2.34479], [-0.20068, 1.25380, 2.66001], [1.46913, 2.34322, 1.01666], [-1.34122, 2.59149, 0.11133], [-0.55136, 2.69270, -1.84811]],
  "forces_ev_per_a": [[-2.074, 1.190, 0.307], [0.683, 0.346, -0.386], [0.782, 0.011, -0.785], [0.857, 1.328, 2.274], [0.441, -0.106, -0.059], [0.956, -0.446, -0.244], [-0.081, -0.137, -0.245], [-0.128, -0.594, 0.879], [-0.515, -0.336, 0.703], [0.289, -0.229, -0.594], [-1.197, -0.985, -0.080], [0.387, -0.159, -1.436], [-0.343, 0.095, -0.332], [0.075, -0.934, 0.471], [-0.898, -0.384, -0.103], [0.840, -0.002, -0.880], [0.386, -0.126, 0.921], [-0.847, -0.968, -1.200], [1.245, -0.264, 0.222], [0.081, 2.045, -0.012], [-0.382, 0.377, 0.105], [-0.384, 0.319, 0.740], [-0.172, -0.041, -0.267]],
  "lowdin_charge": [-0.25, 0.01, -0.11, 0.20, 0.12, 0.12, 0.06, 0.07, 0.13, 0.14, 0.15, 0.15, 0.18, -0.11, -0.08, -0.36, 0.04, 0.10, 0.09, 0.09, 0.13, 0.12, 0.03],
  "gap_ev": 7.758,
  "e_above_lowest_kj_mol": 252.4,
  "homo_energy_ev": -11.48,
  "charge": 1
}

[4]
{
  "formula": "C4H15N5",
  "method": "ωB97M-V/def2-TZVPD",
  "elements": ["C", "N", "C", "N", "N", "C", "C", "H", "H", "H", "H", "H", "H", "H", "H", "H", "H", "H", "H", "H", "H", "N", "N", "H"],
  "xyz": [[0.61459, 1.18597, 1.84585], [0.16111, 0.75463, 0.54531], [-0.61904, -0.51767, 0.55938], [0.21590, -1.64079, 0.86105], [-1.33022, -0.74652, -0.66645], [-2.31153, 0.26249, -0.99600], [-0.52138, -1.12252, -1.81114], [-0.17061, 1.12219, 2.61196], [1.44880, 0.54710, 2.15219], [0.97082, 2.21349, 1.79123], [-0.37491, 1.47579, 0.07802], [-1.38650, -0.44429, 1.35712], [0.52207, -1.60847, 1.82526], [1.04099, -1.61307, 0.27448], [-3.03132, -0.17388, -1.69064], [-1.88700, 1.16119, -1.47216], [-2.84807, 0.56034, -0.09435], [0.00876, -2.04067, -1.57785], [0.20186, -0.34911, -2.09195], [-1.19330, -1.31128, -2.64765], [2.08350, 1.45179, -0.79714], [2.01444, 0.42796, -0.65738], [2.84683, -0.10591, 0.06143], [3.54421, 0.51125, 0.53943]],
  "forces_ev_per_a": [[-0.149, -0.174, -0.130], [-1.241, 0.260, 0.187], [-0.215, 0.340, 0.314], [0.096, -0.167, 0.107], [-0.143, 0.147, -0.058], [0.050, -0.167, 0.071], [-0.092, 0.080, 0.061], [0.078, 0.012, 0.085], [0.068, 0.057, 0.093], [0.022, 0.035, 0.053], [-0.067, 0.032, 0.133], [0.186, -0.016, -0.141], [0.009, -0.052, -0.071], [0.152, -0.039, 0.132], [-0.032, 0.123, -0.036], [-0.017, 0.058, 0.003], [-0.035, 0.046, 0.010], [0.105, -0.083, -0.123], [-0.026, -0.069, -0.091], [0.014, -0.078, -0.045], [0.204, 0.050, 0.425], [0.267, -0.079, -1.484], [1.305, -0.512, 0.826], [-0.538, 0.195, -0.320]],
  "lowdin_charge": [-0.13, -0.11, -0.46, 0.08, -0.22, -0.11, -0.10, 0.08, 0.06, 0.08, 0.10, 0.14, 0.07, 0.04, 0.08, 0.08, 0.08, 0.08, 0.06, 0.08, 0.08, -0.06, -0.05, 0.06],
  "gap_ev": 9.119,
  "e_above_lowest_kj_mol": 250.9,
  "homo_energy_ev": -8.30,
  "smiles": "CN[C@H](N)N(C)C.[H]/N=N\\[H]"
}

[5]
{
  "formula": "C4H15NO2",
  "method": "ωB97M-V/def2-TZVPD",
  "elements": ["C", "C", "N", "C", "C", "H", "H", "H", "H", "H", "H", "H", "H", "H", "H", "H", "O", "H", "H", "O", "H", "H"],
  "xyz": [[0.34935, 1.56233, -0.92230], [1.09314, 0.42675, -0.24124], [0.33966, -0.81469, -0.16078], [1.19194, -1.90993, 0.27586], [-0.82574, -0.68687, 0.69577], [-0.32558, 1.19809, -1.70047], [-0.20154, 2.20851, -0.23829], [1.07811, 2.21291, -1.39945], [1.41417, 0.74106, 0.76960], [2.03758, 0.21933, -0.74704], [1.73759, -1.63875, 1.19026], [1.84816, -2.20895, -0.53394], [0.57418, -2.78685, 0.46867], [-0.55858, -0.44081, 1.74366], [-1.50113, 0.07819, 0.31909], [-1.34034, -1.64817, 0.72433], [-0.19295, 2.45020, 2.44919], [-0.87257, 1.87767, 2.07826], [-0.41159, 2.58235, 3.38196], [-1.51484, -1.23345, -2.94487], [-2.32994, -1.73376, -2.82040], [-1.58909, -0.45518, -2.38789]],
  "forces_ev_per_a": [[0.118, 0.238, -0.124], [0.277, -0.120, 0.481], [-0.202, 0.049, -0.035], [-0.610, 0.073, -0.127], [0.393, -0.275, 0.203], [0.094, -0.014, 0.036], [-0.108, -0.197, 0.080], [0.012, 0.106, -0.138], [-0.142, 0.095, 0.027], [-0.157, -0.097, -0.319], [0.212, -0.204, -0.010], [0.432, 0.205, 0.011], [-0.051, 0.020, 0.181], [0.009, 0.068, -0.092], [-0.096, 0.049, -0.057], [-0.169, 0.111, -0.074], [0.062, 0.120, 0.145], [-0.004, 0.009, 0.199], [-0.058, -0.130, -0.326], [-0.153, -0.213, -0.261], [0.117, 0.174, 0.033], [0.022, -0.066, 0.167]],
  "lowdin_charge": [-0.08, -0.28, -0.29, -0.10, -0.12, 0.06, 0.06, 0.07, 0.11, 0.11, 0.09, 0.08, 0.08, 0.08, 0.07, 0.08, -0.06, 0.01, 0.04, -0.06, 0.03, 0.00],
  "gap_ev": 9.146,
  "e_above_lowest_kj_mol": 127.7,
  "homo_energy_ev": -8.44,
  "smiles": "CCN(C)C.O.O"
}

[6]
{
  "formula": "C4H15NO2S",
  "method": "ωB97M-V/def2-TZVPD",
  "elements": ["C", "N", "C", "C", "C", "S", "H", "H", "H", "H", "H", "H", "H", "H", "H", "H", "H", "O", "H", "H", "O", "H", "H"],
  "xyz": [[1.81895, 0.44501, -1.03564], [1.56480, 1.10422, 0.24310], [0.22681, 1.06001, 0.78283], [-0.91179, 1.81272, 0.05922], [-1.59399, 0.99830, -1.04346], [-2.35977, -0.51745, -0.43623], [2.88151, 0.53876, -1.25368], [1.56870, -0.60852, -0.96440], [1.25328, 0.86709, -1.86584], [1.95447, 2.03349, 0.27305], [-0.16633, 0.07355, 1.04099], [0.29313, 1.53376, 1.77112], [-1.60607, 2.17047, 0.81332], [-0.45844, 2.71186, -0.38015], [-2.27579, 1.62081, -1.60881], [-0.82892, 0.73162, -1.77001], [-1.24157, -1.24647, -0.48688], [2.37987, -1.22521, 1.75661], [2.14324, -1.11821, 2.68270], [2.03574, -0.39683, 1.35084], [0.47513, -2.33508, -0.01130], [1.11280, -2.29371, 0.72193], [0.18405, -3.25706, -0.04246]],
  "forces_ev_per_a": [[0.044, 0.289, 0.103], [0.084, -0.959, -0.054], [-1.139, 1.083, 1.044], [0.830, 0.047, -0.333], [0.885, 0.442, 0.052], [-0.490, 0.036, -0.203], [0.014, -0.065, -0.092], [-0.007, -0.084, 0.015], [-0.004, 0.127, -0.192], [-0.101, 0.061, 0.001], [0.595, -0.368, -0.444], [0.131, 0.047, -0.056], [-0.355, -0.136, 0.014], [-0.154, 0.007, -0.094], [-0.574, -0.082, 0.132], [-0.076, -0.208, -0.048], [0.037, -0.114, 0.107], [-0.410, 0.144, 0.042], [0.096, -0.162, 0.114], [0.504, 0.062, -0.134], [-0.111, -0.639, 0.047], [0.123, 0.222, 0.023], [0.076, 0.250, -0.045]],
  "lowdin_charge": [-0.10, -0.14, -0.28, -0.26, -0.57, 0.73, 0.09, 0.06, 0.07, 0.11, 0.08, 0.12, 0.10, 0.11, 0.06, 0.05, -0.18, -0.07, 0.05, 0.00, -0.10, 0.02, 0.06],
  "gap_ev": 9.424,
  "e_above_lowest_kj_mol": 31.6,
  "homo_energy_ev": -8.73,
  "smiles": "CNCCCS.O.O"
}